No. 1
Here is the molecule C5H9NO3S2Si in a non-equilibrium geometry from OMol25. Energies are from the ωB97M-V functional and the def2-TZVPD basis.

XYZ file:
```
21
Properties=species:S:1:pos:R:3
S 0.76042 -1.49888 0.25582
S -0.98841 -2.20385 1.97336
Si 0.83788 -0.13985 -3.64963
O 0.04042 -2.52075 2.91390
O -1.51514 -3.15908 1.05252
O 0.15832 2.26401 -0.57311
N -2.30094 -1.76235 2.79274
C 1.26231 0.42018 -1.95237
C -0.35913 -0.74203 1.18709
C 0.14581 2.57462 0.84437
C 1.63268 0.00269 -0.63130
C 0.83310 1.21319 -0.98882
H 0.94579 2.16022 1.33495
H -0.78409 2.38078 1.37969
H 1.53440 -1.31608 -4.13784
H 2.51695 0.18706 -0.13798
H -2.04630 -0.97865 3.41370
H -0.62161 -0.21694 -3.70651
H 1.08054 1.17629 -4.46986
H -3.07824 -1.53070 2.21263
H -0.05476 3.69012 0.88663
```

**Total energy**: -42504.2804 eV
**Strongest force on any atom**: 4.35 eV/Å
**Highest occupied orbital energy**: -8.85 eV
**Relative energy (zero: lowest compared OMol25 entry of this formula, charge and spin)**: 101.70 kcal/mol
**Net charge**: 0

These are the natural (NBO) partial charges, in e, on atoms 1 to 5:
1 S 0.434
2 S 2.211
3 Si 0.845
4 O -0.930
5 O -0.941

=====

No. 2
Here is the molecule C5H9NO4 in a non-equilibrium geometry from OMol25. Energies are from the ωB97M-V functional and the def2-TZVPD basis.

XYZ file:
```
19
Properties=species:S:1:pos:R:3
O 1.88960 -1.75785 0.10931
O -0.25275 -0.59448 1.10978
O -1.08014 1.45267 0.43758
O 0.37783 -3.33226 0.16066
N 0.64503 -2.27763 -0.33586
C 2.05609 -0.49420 -0.53932
C 1.00679 0.54202 -0.39969
C -0.09247 0.50563 0.34602
C -1.06124 2.38688 -0.65168
C -1.59033 -1.12937 1.18648
H -2.15594 2.62519 -0.69615
H 1.39851 1.57429 -0.85203
H -1.76793 -1.72722 0.20481
H -2.26533 -0.29268 1.36161
H -1.35374 -1.96508 1.87831
H 3.01349 -0.11075 0.13698
H -0.52259 3.30111 -0.41999
H 2.35670 -0.66330 -1.51712
H -0.60160 1.95702 -1.51969
```

**Total energy**: -15005.3183 eV
**Strongest force on any atom**: 5.26 eV/Å
**Highest occupied orbital energy**: -8.58 eV
**Relative energy (zero: lowest compared OMol25 entry of this formula, charge and spin)**: 159.71 kcal/mol
**SMILES string**: COC(=CCON=O)OC
**Net charge**: 0

These are the natural (NBO) partial charges, in e, on atoms 1 to 5:
1 O -0.378
2 O -0.521
3 O -0.513
4 O -0.295
5 N 0.364

=====

No. 3
Here is a cluster of 2 separate species, C5H9NO4 in total in a non-equilibrium geometry from OMol25. Energies are from the ωB97M-V functional and the def2-TZVPD basis.

XYZ file:
```
19
Properties=species:S:1:pos:R:3
O -2.21805 1.31548 -0.57518
O -1.32407 2.82682 -2.07933
O 0.56876 -3.24983 2.49502
O 0.72801 -3.30317 0.28189
N 1.11155 -0.80394 -0.75882
C 0.63655 -2.61295 1.30042
C 0.78528 -0.44298 0.46700
C 0.08376 1.83201 -0.46898
C -1.11251 1.97788 -1.03213
C 0.33953 0.97034 0.73182
H -2.97641 1.91589 -0.58970
H 0.92051 2.30519 -0.96254
H -0.55719 0.89925 1.35642
H -1.88731 2.39714 -2.73823
H 1.21391 -1.82309 -0.90392
H 1.33691 -1.13234 1.35544
H 0.49567 -4.20945 2.31657
H 0.75216 -0.29142 -1.56242
H 1.10292 1.42914 1.36666
```

**Total energy**: -15006.4719 eV
**Strongest force on any atom**: 5.61 eV/Å
**Highest occupied orbital energy (alpha / beta)**: -6.55 / -6.55 eV
**Relative energy (zero: lowest compared OMol25 entry of this formula, charge and spin)**: 133.11 kcal/mol
**Net charge**: 0

These are the natural (NBO) partial charges, in e, on atoms 1 to 5:
1 O -0.695
2 O -0.689
3 O -0.730
4 O -0.732
5 N -0.742

=====

No. 4
Here is a cluster of 2 separate species, C5H9NO4 in total in a non-equilibrium geometry from OMol25. Energies are from the ωB97M-V functional and the def2-TZVPD basis.

XYZ file:
```
19
Properties=species:S:1:pos:R:3
O 4.57518 1.11415 -2.05122
O 0.93676 0.25854 0.13512
O 0.84991 -1.24333 -1.52670
O 1.43858 -3.29619 0.16242
N 3.76710 -1.46745 1.70841
C 0.68173 1.36491 -0.75907
C 0.62893 2.63829 0.04565
C 2.69215 -1.67412 1.30473
C 1.38821 -2.01637 0.66669
C 1.02223 -0.94303 -0.37288
H 4.58275 0.36998 -1.43421
H 1.02867 -3.42646 -0.69981
H 0.63734 -1.95070 1.47359
H -0.25216 1.16675 -1.29948
H -0.20903 2.62576 0.75484
H 1.56031 2.79121 0.60680
H 4.10452 1.89233 -1.55454
H 0.49664 3.48597 -0.63929
H 1.49125 1.39088 -1.49977
```

**Total energy**: -15010.2131 eV
**Strongest force on any atom**: 3.09 eV/Å
**Highest occupied orbital energy**: -11.21 eV
**Relative energy (zero: lowest compared OMol25 entry of this formula, charge and spin)**: 46.83 kcal/mol
**SMILES string**: CCOC(=O)[C@@H](O)C#N.O
**Net charge**: 0

These are the natural (NBO) partial charges, in e, on atoms 1 to 5:
1 O -0.942
2 O -0.495
3 O -0.584
4 O -0.687
5 N -0.294

=====

No. 5
Here is the molecule C5H9NO4 in a non-equilibrium geometry from OMol25. Energies are from the ωB97M-V functional and the def2-TZVPD basis.

XYZ file:
```
19
Properties=species:S:1:pos:R:3
O 1.15192 -1.62864 -2.35409
O 2.11076 -0.51348 -0.59483
O 0.15347 3.23195 1.56363
O -1.57764 2.17130 0.73508
N -1.18337 -1.95249 -1.11923
C -0.48807 2.08987 1.11021
C -0.48545 -0.54988 0.84699
C 1.15671 -0.90472 -1.18438
C 0.28587 0.78885 1.23819
C -0.30249 -0.83330 -0.75582
H 1.17206 3.12292 1.56132
H -2.15834 -1.58997 -0.76074
H 1.27801 0.90767 0.63932
H -1.36944 -1.96941 -2.17266
H 0.75661 0.86853 2.28390
H 1.99807 -1.82664 -2.68902
H -0.83394 0.09295 -1.18958
H -1.48843 -0.16598 1.16607
H -0.17630 -1.33952 1.67564
```

**Total energy**: -15010.1432 eV
**Strongest force on any atom**: 4.12 eV/Å
**Highest occupied orbital energy**: -9.88 eV
**Relative energy (zero: lowest compared OMol25 entry of this formula, charge and spin)**: 48.45 kcal/mol
**SMILES string**: N[C@@H](CCC(=O)O)C(=O)O
**Net charge**: 0

These are the natural (NBO) partial charges, in e, on atoms 1 to 5:
1 O -0.694
2 O -0.570
3 O -0.706
4 O -0.562
5 N -0.812

=====

No. 6
Here is the molecule C5H9NOS in a non-equilibrium geometry from OMol25. Energies are from the ωB97M-V functional and the def2-TZVPD basis.

XYZ file:
```
17
Properties=species:S:1:pos:R:3
S 2.84637 -0.36307 0.28103
O -0.81765 -0.30379 -0.88377
N 0.35560 -0.74168 -0.28764
C 0.89239 1.65723 -0.18639
C 1.32380 0.19060 -0.09168
C -1.97887 -0.65379 -0.17974
C -2.27964 0.02049 1.15762
C -3.08677 0.31573 -0.15815
H -2.93051 1.33516 -0.50770
H 0.03749 1.92292 0.47552
H 0.48426 1.95054 -1.15912
H -2.32273 -1.70247 -0.24439
H 1.76640 2.24934 0.09212
H 0.60768 -1.69279 -0.52266
H -1.56952 0.79858 1.40257
H -4.13854 -0.00096 -0.16764
H -2.64992 -0.61066 1.96851
```

**Total energy**: -19700.8498 eV
**Strongest force on any atom**: 1.75 eV/Å
**Highest occupied orbital energy**: -8.47 eV
**Relative energy (zero: lowest compared OMol25 entry of this formula, charge and spin)**: 79.64 kcal/mol
**SMILES string**: CC(=S)NOC1CC1
**Net charge**: 0

These are the natural (NBO) partial charges, in e, on atoms 1 to 5:
1 S -0.156
2 O -0.367
3 N -0.305
4 C -0.688
5 C 0.119

=====

No. 7
Here is the molecule C5H9NOS in a non-equilibrium geometry from OMol25. Energies are from the ωB97M-V functional and the def2-TZVPD basis.

XYZ file:
```
17
Properties=species:S:1:pos:R:3
S -2.15283 -0.16823 0.39630
O -2.70128 0.38131 -1.22686
N 1.37480 1.69671 -0.02766
C -1.26080 -1.47040 0.87834
C 1.87908 -1.52959 -0.20704
C -0.90244 1.04948 0.65215
C 0.78149 -0.63986 0.29845
C 0.51589 0.61540 0.18389
H -0.87346 1.26573 1.76464
H 2.83456 -1.03726 -0.10054
H -3.62696 0.65354 -1.20881
H 1.84464 -2.58374 0.14371
H 1.47773 -1.55348 -1.24477
H 2.30335 1.54199 -0.37169
H -1.11787 1.98585 0.22244
H -1.19617 -2.53593 0.44914
H 0.82027 2.32849 -0.60166
```

**Total energy**: -19697.4154 eV
**Strongest force on any atom**: 4.81 eV/Å
**Highest occupied orbital energy**: -7.91 eV
**Relative energy (zero: lowest compared OMol25 entry of this formula, charge and spin)**: 158.84 kcal/mol
**Net charge**: 0

These are the natural (NBO) partial charges, in e, on atoms 1 to 5:
1 S 1.000
2 O -0.956
3 N -0.819
4 C -0.653
5 C -0.694

=====

No. 8
Here is the molecule C5H9NOS in a non-equilibrium geometry from OMol25. Energies are from the ωB97M-V functional and the def2-TZVPD basis.

XYZ file:
```
17
Properties=species:S:1:pos:R:3
S -0.47072 0.41173 3.16125
O 1.46378 0.77484 1.51260
N -1.70022 -0.65950 -2.10812
C -0.12263 0.19835 -0.27902
C 0.91196 -0.18579 0.68627
C 1.26389 -0.08455 -0.79252
C -1.28064 -0.71126 -0.67624
C 0.77284 1.24921 2.50768
H -2.05381 0.24044 -2.42323
H -0.96708 -1.70422 -0.30396
H -2.16686 -0.41761 -0.05006
H 1.45894 -1.00715 -1.30604
H 1.28107 2.16385 2.95062
H -0.33442 1.24061 -0.17883
H 1.91513 0.74617 -1.01129
H -0.85198 -1.00964 -2.71957
H 0.88076 -1.24549 1.03048
```

**Total energy**: -19701.6163 eV
**Strongest force on any atom**: 3.30 eV/Å
**Highest occupied orbital energy**: -8.92 eV
**Relative energy (zero: lowest compared OMol25 entry of this formula, charge and spin)**: 61.97 kcal/mol
**SMILES string**: NC[C@@H]1C[C@H]1OC=S
**Net charge**: 0

These are the natural (NBO) partial charges, in e, on atoms 1 to 5:
1 S -0.102
2 O -0.467
3 N -0.846
4 C -0.260
5 C 0.069